[1]
Entry from OMol25: C2H7N3O as an isolated structure (ωB97M-V with the def2-TZVPD basis set).

Last column: Löwdin charge in e.
Atoms and positions in Å:
N -0.32086 -0.70264 0.71577  0.051
C 0.57061 0.97405 0.22156  -0.486
O -0.25686 1.26658 -0.71226  -0.138
H -0.94992 -0.33613 1.41876  0.101
H 0.29365 -1.43765 1.05294  0.105
H 0.56010 1.53781 1.16939  0.125
N 1.87310 0.59961 -0.13547  0.078
C -1.03189 -0.92045 -0.63118  -0.270
N -2.26101 -0.79087 -0.87153  0.102
H 2.62696 0.81300 0.49278  0.076
H 2.03817 0.63531 -1.12965  0.092
H -2.71760 -0.04932 -0.35253  0.053
H -0.42446 -1.58931 -1.23858  0.110

Computed properties:
- HOMO (eV) = -9.131
- charge = 0
- DFT total energy (eV) = -8703.2892
- LUMO energy (eV) = 0.83

---

[2]
Entry from OMol25: a 10-piece molecular cluster, C10H36N18O12 overall (ωB97M-V with the def2-TZVPD basis set).

Last column: Löwdin charge in e.
Atoms and positions in Å:
C 0.76474 0.45564 -0.51280  -1.146
O -0.11424 0.85878 -1.32597  -0.262
O 0.71603 -0.64870 0.08772  -0.222
O 1.84659 1.13944 -0.35352  -0.253
C 2.14017 -7.98505 2.70732  -0.866
O 2.71751 -7.13463 3.37694  0.029
N 1.39998 -7.73177 1.75004  0.192
N 2.27616 -9.23314 2.99889  0.150
H 1.33438 -6.72957 1.64329  0.152
H 0.91620 -8.51165 1.32833  0.125
H 1.80348 -10.01985 2.57727  0.102
H 2.72833 -9.41931 3.88262  0.116
C 4.58790 6.05858 3.69830  -0.817
O 5.32920 5.10740 3.86482  0.028
N 3.89010 6.12368 2.62465  0.171
N 4.49969 7.06530 4.52167  0.154
H 3.67776 5.30875 2.06708  0.137
H 3.37774 6.96876 2.41630  0.104
H 3.97945 7.91073 4.33543  0.104
H 5.08429 6.93957 5.33563  0.114
C -1.03425 -3.66973 -5.35220  -0.850
O -0.92874 -4.41493 -6.30438  -0.001
N -0.49513 -3.92030 -4.24804  0.187
N -1.55161 -2.46290 -5.46832  0.161
H -0.34984 -3.20698 -3.54790  0.136
H -0.09453 -4.84686 -4.21523  0.127
H -1.49310 -1.74597 -4.75932  0.112
H -1.56025 -2.31164 -6.46690  0.109
C -6.26955 -1.43850 -1.34218  -0.864
O -7.42839 -1.69286 -1.54438  0.026
N -5.78383 -0.26502 -1.28959  0.163
N -5.30206 -2.28256 -1.23891  0.163
H -6.40573 0.50586 -1.48727  0.122
H -4.79225 -0.24601 -1.48066  0.116
H -5.66613 -3.21822 -1.12899  0.121
H -4.35916 -1.96971 -1.05682  0.124
C 5.61353 -3.72246 -2.52738  -0.765
O 5.69026 -3.72439 -1.32409  0.052
N 5.51191 -4.85444 -3.27710  0.130
N 5.45992 -2.61745 -3.19659  0.162
H 5.29077 -4.90680 -4.26120  0.086
H 5.86876 -5.72273 -2.90447  0.094
H 5.36233 -1.79856 -2.61350  0.132
H 5.09854 -2.65544 -4.13897  0.105
C -1.90702 -3.24655 6.26572  -0.792
O -0.83237 -2.65598 6.50112  0.005
N -2.79948 -3.50112 7.16144  0.154
N -2.19994 -3.55701 5.05093  0.164
H -2.53606 -3.13494 8.06511  0.121
H -3.40257 -4.28065 6.94070  0.109
H -1.67381 -3.35483 4.21284  0.134
H -3.16101 -3.71879 4.78585  0.104
C -2.45980 3.52354 4.96855  -0.866
O -1.31332 3.19999 4.74868  0.070
N -2.88501 4.50612 5.75450  0.149
N -3.39668 2.96006 4.45310  0.171
H -3.88543 4.59630 5.85988  0.089
H -2.26112 5.05502 6.32859  0.109
H -3.17886 2.76005 3.48736  0.151
H -4.29799 3.33575 4.71117  0.111
C 3.34662 4.37297 -5.73956  -0.749
O 3.74369 5.06643 -6.67837  -0.017
N 3.42529 4.68269 -4.43665  0.158
N 2.65083 3.27187 -5.91618  0.144
H 3.09947 3.89102 -3.90073  0.103
H 3.84963 5.47196 -3.97073  0.111
H 2.17662 2.72563 -5.21131  0.118
H 2.33838 3.18365 -6.87257  0.111
C -3.49455 6.13668 -2.42541  -0.793
O -4.29301 6.98646 -2.80082  -0.008
N -2.84955 5.36874 -3.27762  0.158
N -3.24175 5.84564 -1.18091  0.161
H -2.31667 4.58367 -2.93149  0.117
H -3.13653 5.52432 -4.23342  0.116
H -2.51778 5.14350 -1.12620  0.109
H -3.92718 5.92345 -0.44319  0.116

Computed properties:
- HOMO (eV) = 1.595
- charge = -2
- DFT total energy (eV) = -62346.7644
- LUMO energy (eV) = 3.37

---

[3]
Entry from OMol25: one molecule with the formula C3H4N2O (ωB97M-V with the def2-TZVPD basis set).

Last column: Löwdin charge in e.
Atoms and positions in Å:
O 1.98472 -0.26333 0.28538  0.084
C 0.69102 0.10188 0.19412  -0.390
C -0.41990 -0.56848 0.63501  -0.035
C -1.43868 -0.09325 -0.21618  -0.182
N -1.03575 0.90095 -0.98735  0.017
N 0.28358 1.03423 -0.70106  0.031
H 2.00303 -1.08218 0.79952  0.118
H -0.43618 -1.32852 1.40238  0.100
H -2.40189 -0.55538 -0.37882  0.099
H 0.77004 1.85408 -1.03302  0.159

Computed properties:
- HOMO (eV) = -8.719
- charge = 0
- DFT total energy (eV) = -8202.4035
- structure (SMILES) = Oc1ccn[nH]1
- LUMO energy (eV) = 0.66

---

[4]
Entry from OMol25: a 2-piece molecular cluster, C12H14NO overall (ωB97M-V with the def2-TZVPD basis set).

Last column: Löwdin charge in e.
Atoms and positions in Å:
C 2.95732 0.33853 -1.45412  0.241
C 1.79616 0.64232 -1.34764  -0.077
C -2.99074 -0.81896 -2.67566  0.048
C -3.07424 0.32406 -1.83048  -0.026
C -1.71484 -1.25467 -3.14366  -0.023
C -1.93705 0.82233 -1.29615  -0.007
C -0.57903 -0.60947 -2.70657  0.016
C -0.62420 0.45865 -1.76758  -0.215
C 1.29427 0.12952 2.35688  -0.499
C 2.30804 1.16600 2.38014  0.000
C -0.57871 -0.85170 1.44439  -0.123
C 0.50009 1.03945 -1.16595  0.029
N 0.38512 0.14427 1.48718  0.054
O 1.43169 -0.80959 3.27745  0.102
H 3.66100 -0.41384 -1.44865  0.053
H -3.70866 -1.37990 -3.12665  0.087
H -3.99748 0.63313 -1.53737  0.089
H -1.68709 -2.07650 -3.88947  0.134
H -2.15622 1.46595 -0.39743  0.159
H 0.44951 -0.69854 -3.15535  0.145
H 3.14046 0.90813 1.83481  0.063
H 1.91065 2.13146 2.01103  0.111
H 2.53322 1.40597 3.36444  0.072
H -1.11877 -0.89117 0.52375  0.053
H -1.23848 -0.83978 2.30168  0.103
H -0.22227 -1.83417 1.53578  0.074
H 0.35900 2.06257 -0.76640  0.158
H 2.34714 -1.00170 3.65618  0.176

Computed properties:
- HOMO (spin up / spin down) (eV) = -12.848 / -12.848
- charge = +1
- DFT total energy (eV) = -16197.1692
- LUMO energy (spin up / spin down) (eV) = -6.24 / -6.24

---

[5]
Entry from OMol25: one molecule with the formula C4H10BrPS2 (ωB97M-V with the def2-TZVPD basis set).

Last column: Löwdin charge in e.
Atoms and positions in Å:
C -1.09136 -1.84552 -2.37860  -0.222
C 1.41920 2.91523 -0.17253  -0.203
C -2.18222 -1.25315 -1.57003  -0.686
C -0.04159 2.61133 -0.46703  -0.638
P -0.22429 -0.21358 0.51282  -0.027
S -2.04481 -1.49126 0.21626  0.464
S -0.72536 1.78745 0.98652  0.462
Br 0.31822 -0.79819 2.55705  0.190
H -0.07698 -1.53759 -2.00024  0.044
H -1.21546 -2.99226 -2.51993  0.111
H -0.96161 -1.26657 -3.31174  0.072
H 1.60438 3.46687 0.79196  0.092
H 1.89639 1.97133 -0.13997  0.030
H 1.95833 3.34275 -1.03580  0.076
H -3.08981 -1.73470 -1.88904  0.061
H -2.24150 -0.18757 -1.71076  0.049
H -0.16332 2.03528 -1.42261  0.083
H -0.60254 3.51783 -0.46755  0.039

Computed properties:
- HOMO (eV) = -8.697
- charge = 0
- DFT total energy (eV) = -105312.5429
- structure (SMILES) = CCSP(Br)SCC
- LUMO energy (eV) = 0.33

---

[6]
Entry from OMol25: a 13-piece molecular cluster, C50H102O13 overall (ωB97M-V with the def2-TZVPD basis set).

Last column: Löwdin charge in e.
Atoms and positions in Å:
C -9.88505 3.19162 8.67977  -0.147
C -10.01290 4.67796 8.54548  -0.226
C -8.90343 5.11006 7.70094  -0.237
O -7.94027 4.05503 7.52950  -0.127
C -8.32108 2.95013 8.46331  -0.121
H -10.48152 2.76796 7.87179  0.110
H -10.19838 2.85107 9.66666  0.108
H -10.01653 5.19594 9.50455  0.095
H -11.03557 4.84524 8.20744  0.116
H -8.50545 6.02297 8.14399  0.098
H -9.33410 5.49465 6.77644  0.121
H -7.80891 3.03627 9.42162  0.102
H -8.00693 1.96518 8.11797  0.106
C -13.61911 12.41306 1.44758  -0.142
C -13.37042 12.92411 2.89967  -0.156
C -12.58152 11.79982 3.48796  -0.267
O -11.86717 11.14726 2.50553  -0.132
C -12.66040 11.22507 1.31001  -0.181
H -13.35317 13.28554 0.85082  0.102
H -14.63340 12.10687 1.19152  0.107
H -14.35114 12.99679 3.36978  0.111
H -12.93178 13.91717 2.99727  0.105
H -13.29057 11.08034 3.89748  0.125
H -11.97829 12.12510 4.33554  0.103
H -13.33672 10.37102 1.27412  0.110
H -12.09167 11.14306 0.38376  0.117
C -9.69823 12.26501 12.87427  -0.177
C -10.19913 12.64564 14.24256  -0.173
C -11.03081 11.46566 14.68096  -0.181
O -11.09555 10.65364 13.49751  -0.176
C -10.67031 11.26322 12.28326  -0.173
H -8.72726 11.78688 13.00356  0.102
H -9.44059 13.08813 12.20779  0.097
H -10.89102 13.48774 14.22631  0.110
H -9.39001 12.89914 14.92752  0.113
H -12.05416 11.74719 14.92917  0.118
H -10.43376 11.02663 15.48026  0.115
H -11.46477 11.84766 11.81919  0.119
H -10.14735 10.50031 11.70654  0.110
C -5.02704 10.20814 9.59451  -0.192
C -3.75420 11.04461 9.84247  -0.120
C -2.80436 9.95301 10.47182  -0.126
O -3.71118 8.88303 10.93030  -0.117
C -4.68752 8.84676 9.98248  -0.314
H -5.32856 10.43848 8.57269  0.093
H -5.83355 10.43436 10.29200  0.101
H -3.91812 11.84725 10.56149  0.103
H -3.26207 11.36531 8.92428  0.101
H -2.32346 10.25526 11.40214  0.114
H -2.08578 9.49373 9.79300  0.114
H -5.65683 8.47495 10.31459  0.108
H -4.42504 8.13334 9.20131  0.120
C -7.51561 9.19627 0.87241  -0.132
C -9.01063 9.43178 1.14352  -0.153
C -9.19317 9.07328 2.67845  -0.206
O -8.08278 8.27847 2.96668  -0.169
C -7.17107 8.02374 1.91294  -0.164
H -6.89002 10.06497 1.07764  0.099
H -7.44000 8.83091 -0.15174  0.100
H -9.56852 8.86414 0.39879  0.101
H -9.33565 10.43310 0.86098  0.095
H -10.12529 8.50831 2.68548  0.106
H -9.48250 9.88649 3.34409  0.091
H -7.41303 7.02680 1.54461  0.111
H -6.14915 7.97547 2.28908  0.098
C -12.85271 8.11347 11.34781  -0.146
C -14.32430 7.73536 11.08295  -0.163
C -14.55455 8.44315 9.75707  -0.198
O -13.26514 8.49010 9.16439  -0.147
C -12.17382 8.13512 9.95539  -0.197
H -12.37913 7.46219 12.08242  0.096
H -12.82685 9.08876 11.83385  0.104
H -14.93900 7.96203 11.95408  0.113
H -14.53056 6.67437 10.94205  0.106
H -14.79724 9.49332 9.91938  0.115
H -15.40059 7.90602 9.32835  0.118
H -11.35163 8.83920 9.82745  0.099
H -11.86711 7.14324 9.62345  0.104
C -5.22236 11.70800 5.92440  -0.174
C -6.63070 11.30836 5.55946  -0.145
C -6.58418 11.27346 4.01024  -0.194
O -5.42453 11.97536 3.68107  -0.127
C -4.89870 12.67384 4.82206  -0.184
H -4.57198 10.83508 5.86843  0.109
H -5.07372 12.16171 6.90427  0.101
H -7.45007 11.90508 5.96029  0.099
H -6.79824 10.31865 5.98429  0.081
H -7.46139 11.72855 3.55037  0.096
H -6.44960 10.30676 3.52497  0.104
H -5.33426 13.65949 4.98598  0.109
H -3.82970 12.88074 4.77159  0.122
C -8.13768 15.34138 4.75678  -0.200
C -8.29243 14.58846 3.45053  -0.126
C -9.59406 13.86941 3.78261  -0.216
O -10.30655 14.74717 4.59952  -0.149
C -9.49693 15.82198 5.12329  -0.178
H -7.33328 16.07438 4.81790  0.120
H -7.77774 14.70007 5.56131  0.082
H -7.52423 13.84415 3.24079  0.097
H -8.41200 15.24905 2.59179  0.120
H -9.38469 13.04056 4.45882  0.108
H -10.25155 13.75560 2.92073  0.126
H -9.56286 15.92414 6.20649  0.105
H -9.62338 16.83544 4.74249  0.119
C -12.25955 13.72479 8.91924  -0.179
C -11.83326 14.66033 7.86109  -0.205
C -12.96808 14.76182 6.83603  -0.179
O -14.02242 14.15996 7.52986  -0.140
C -13.58794 13.12972 8.40614  -0.169
H -12.35304 14.29933 9.84080  0.115
H -11.53105 12.93575 9.10584  0.102
H -10.91613 14.26062 7.42842  0.091
H -11.59393 15.65237 8.24408  0.110
H -12.81264 14.23019 5.89725  0.107
H -13.12900 15.83714 6.75911  0.124
H -13.47330 12.19579 7.85593  0.107
H -14.21787 12.81926 9.23975  0.116
C -6.76728 13.53527 9.40650  -0.163
C -7.83955 14.05873 8.45279  -0.134
C -8.67349 14.99518 9.35267  -0.169
O -8.34992 14.63570 10.70351  -0.169
C -6.97035 14.22693 10.75026  -0.174
H -5.79728 13.77435 8.97057  0.103
H -6.71759 12.45312 9.52731  0.086
H -8.47213 13.29185 8.00577  0.089
H -7.30778 14.64284 7.70170  0.095
H -9.75807 14.94965 9.25411  0.086
H -8.42707 16.05133 9.24340  0.116
H -6.69374 13.56924 11.57429  0.116
H -6.40669 15.15765 10.81460  0.115
C -9.69989 9.42728 6.31645  -0.192
C -9.32040 8.73963 7.51115  -0.173
C -8.84932 9.88542 8.45629  -0.104
O -9.24178 11.06424 7.70359  -0.169
C -10.26723 10.76022 6.84378  -0.201
H -10.36687 8.94663 5.60077  0.124
H -8.85589 9.70572 5.68538  0.094
H -8.58128 7.97629 7.26802  0.099
H -10.21922 8.19608 7.80231  0.109
H -7.76730 9.78357 8.53976  0.105
H -9.30739 9.79842 9.44153  0.092
H -10.37910 11.53614 6.08647  0.108
H -11.21620 10.68122 7.37419  0.119
C -9.53862 7.29989 13.54644  -0.195
C -8.31649 8.08199 13.89187  -0.134
C -7.61521 8.47203 12.51319  -0.205
O -8.42648 7.91858 11.53678  -0.155
C -9.26114 6.86084 12.15402  -0.163
H -10.39434 7.97317 13.59702  0.099
H -9.69009 6.45412 14.21712  0.120
H -7.68093 7.37593 14.42633  0.106
H -8.49826 8.97695 14.48694  0.103
H -6.58516 8.12738 12.42206  0.105
H -7.60884 9.54754 12.33614  0.100
H -8.73487 5.90803 12.21145  0.120
H -10.12995 6.72837 11.50927  0.095
C -5.11819 7.96460 5.81788  -0.065
C -4.29841 7.07373 4.87921  -0.313
O -3.01514 7.56408 4.61737  -0.067
H -5.86750 7.37791 6.34933  0.071
H -5.69182 8.66482 5.21064  0.047
H -4.58017 8.50792 6.59469  0.063
H -4.83437 6.87666 3.95077  0.102
H -4.17773 6.13197 5.41458  0.107
H -2.43135 7.21455 5.29460  0.083

Computed properties:
- HOMO (eV) = -9.221
- charge = 0
- DFT total energy (eV) = -80111.3278
- LUMO energy (eV) = 0.63

---

[7]
Entry from OMol25: one molecule with the formula C2H2ClFO2 (ωB97M-V with the def2-TZVPD basis set).

Last column: Löwdin charge in e.
Atoms and positions in Å:
C -1.72443 -0.45010 0.38347  -0.684
C -0.31298 0.46681 0.06478  -0.345
O -1.80337 -1.41968 0.96957  0.123
O 0.80505 -0.30683 -0.09599  0.092
F -0.13561 1.28005 1.17834  0.023
Cl -3.16684 0.37904 -0.36870  0.585
H -0.62751 1.00677 -0.90975  0.152
H 1.11944 -0.66223 0.65963  0.054

Computed properties:
- HOMO (eV) = -10.664
- charge = 0
- DFT total energy (eV) = -21440.4489
- structure (SMILES) = O=C(Cl)[C@H](O)F
- LUMO energy (eV) = 0.68

---

[8]
Entry from OMol25: one molecule with the formula C5H10O3 (ωB97M-V with the def2-TZVPD basis set).

Last column: Löwdin charge in e.
Atoms and positions in Å:
C 0.85256 0.39459 0.30701  -0.279
C -0.94386 0.63519 0.26834  -0.141
C 1.44702 1.40751 -0.65130  -0.056
C -1.69940 -0.27450 1.14220  -0.130
C 0.55600 -1.54943 -0.34485  -0.623
O 1.55764 -0.86411 0.21664  0.071
O 0.39382 -1.38338 -1.68688  0.133
O -0.07831 -2.41220 0.26222  0.079
H -0.23986 -2.04271 -1.99953  0.139
H 1.03742 0.68840 1.34457  0.137
H -1.15469 0.50975 -0.79110  0.095
H -0.96257 1.67509 0.58879  0.098
H 1.06313 2.40222 -0.43825  0.080
H 2.52971 1.43960 -0.53882  0.084
H 1.20462 1.14049 -1.67878  0.080
H -1.63585 -0.01260 2.19372  0.076
H -1.20396 -1.32660 0.99866  0.081
H -2.72340 -0.42730 0.80734  0.076

Computed properties:
- HOMO (eV) = -10.135
- charge = 0
- DFT total energy (eV) = -11488.1267
- structure (SMILES) = CC[C@H](C)OC(=O)O
- LUMO energy (eV) = 0.69

---

In eV/A, the max |F| values for the records above are, in order, 3.76 11.88 0.91 4.47 2.54 4.59 5.70 4.36.
In eV, the ΔE to the lowest compared entry with this formula, charge and spin values for the records above are, in order, 2.988 14.697 1.482 2.776 0.000 4.508 0.908 2.060.
In g/mol, the M values for the records above are, in order, 89.10 600.51 84.08 188.25 233.14 911.35 112.49 118.13.